Below is an isolated molecule of C3H7N3 in a non-equilibrium geometry, with properties calculated with wB97M-V/def2-TZVPD.

Structure (ORCA input):
```
! wB97M-V def2-TZVPD RIJCOSX def2/J DEFGRID3
* xyz 0 3
C 2.08184 -0.01181 -0.10697
C 0.91363 -0.87151 -0.17225
C -1.94168 0.92116 0.08374
N 1.62945 1.44649 0.20989
N 0.45477 1.64446 0.30420
N -0.38811 0.79903 0.04429
H 2.88714 -0.34060 0.66611
H 2.56589 -0.17387 -1.09062
H 0.78858 -1.39248 -1.08312
H 0.46065 -1.37520 0.66203
H -2.25373 1.44659 -0.78897
H -2.26417 -0.06098 0.26035
H -2.39036 1.46354 0.95665
*
```

As for the expectation value of S²: 2.03. Its HOMO-LUMO gap (alpha / beta) is 6.79 / 7.03 eV. Its calculated total energy is -7687.352 eV. The value obtained for the energy above the lowest of the compared OMol25 structures with the same formula, charge and spin is 67.26 kcal/mol.